97
Properties=species:S:1:pos:R:3:lowdin_charge:R:1 method="wB97M-V/def2-TZVPD" molar_mass_g_mol=691.6 total_charge=-1 energy_ev=-91318.3922 homo_lumo_gap_ev=8.15 e_lumo_ev=1.931
Mg -2.422 0.010 0.008 0.231
B -2.992 1.160 -1.627 -0.362
H -3.621 1.294 -0.760 -0.033
H -2.800 0.101 -1.704 -0.038
H -3.525 1.538 -2.485 -0.017
H -2.103 1.767 -1.547 -0.034
B -0.451 -0.137 -0.184 -0.425
H -0.814 0.865 -0.022 -0.013
H -0.778 -0.720 0.663 -0.028
H -1.001 -0.567 -1.007 -0.028
H 0.617 -0.232 -0.309 0.001
B -3.192 0.613 1.696 -0.374
H -2.587 1.401 1.276 -0.001
H -3.621 0.919 2.638 0.001
H -3.927 0.315 0.964 -0.019
H -2.569 -0.263 1.796 -0.044
C -0.943 2.946 4.267 0.003
C -0.379 1.541 4.488 -0.304
C 0.039 0.884 3.195 -0.102
O 1.353 0.505 3.439 0.075
C 1.786 1.106 4.551 -0.576
O 2.877 0.943 5.060 0.109
O 0.822 1.775 5.167 0.094
H -0.159 3.521 3.775 0.090
H -1.169 3.467 5.197 0.083
H -1.819 2.822 3.630 0.088
H -0.996 0.923 5.141 0.141
H -0.041 1.549 2.335 0.137
H -0.535 0.013 2.879 0.116
C 4.247 -0.383 0.681 0.005
C 3.582 1.072 0.331 -0.255
C 3.706 2.078 1.503 -0.032
O 4.451 3.183 0.858 0.030
C 4.863 2.822 -0.410 -0.527
O 5.618 3.542 -1.052 0.107
O 4.366 1.606 -0.742 0.039
H 3.629 -0.803 1.474 0.071
H 5.222 -0.243 1.148 0.073
H 4.297 -1.192 -0.049 0.068
H 2.560 0.899 -0.008 0.109
H 4.442 1.650 2.184 0.130
H 2.751 2.449 1.873 0.132
C -3.786 -2.684 4.849 -0.019
C -2.365 -2.174 4.825 -0.447
O -2.085 -1.238 5.565 0.039
C -1.288 -2.828 3.953 -0.005
H -3.890 -3.660 5.324 0.081
H -4.084 -2.796 3.806 0.066
H -4.491 -2.047 5.383 0.083
H -0.326 -2.766 4.462 0.087
H -1.225 -2.442 2.935 0.068
H -1.630 -3.860 3.876 0.071
C -2.776 -5.409 -1.369 -0.222
C -1.364 -4.956 -1.100 -0.240
C -1.240 -4.072 0.119 -0.164
S -2.904 -3.255 0.302 0.833
O -2.891 -1.810 0.053 -0.347
O -3.534 -3.794 1.530 -0.338
C -3.661 -4.138 -1.219 -0.148
H -3.058 -6.129 -0.600 0.107
H -2.908 -6.008 -2.270 0.116
H -1.000 -4.459 -1.999 0.094
H -0.736 -5.833 -0.942 0.121
H -0.555 -3.278 -0.179 0.106
H -1.076 -4.488 1.113 0.100
H -3.510 -3.489 -2.082 0.105
H -4.732 -4.254 -1.056 0.098
C 2.222 -0.145 -3.830 -0.212
C 2.832 -1.379 -4.521 -0.211
C 1.765 -2.056 -5.373 -0.250
S 0.297 -2.024 -4.375 0.719
O 0.422 -3.039 -3.333 -0.346
O -0.938 -1.948 -5.188 -0.351
C 0.693 -0.316 -3.632 -0.146
H 2.399 0.739 -4.441 0.102
H 2.676 0.057 -2.860 0.103
H 3.110 -2.101 -3.753 0.112
H 3.679 -0.991 -5.087 0.114
H 1.769 -3.094 -5.708 0.106
H 1.529 -1.427 -6.231 0.106
H 0.187 -0.082 -2.696 0.073
H 0.304 0.310 -4.435 0.095
C 2.074 3.256 -2.615 -0.211
C 2.273 4.801 -2.613 -0.199
C 0.908 5.499 -2.301 -0.183
S -0.038 4.342 -1.130 0.768
O -1.349 4.027 -1.758 -0.342
O 0.106 4.758 0.270 -0.357
C 1.184 2.922 -1.421 -0.188
H 2.982 2.655 -2.560 0.096
H 1.498 2.938 -3.484 0.106
H 2.715 5.256 -3.499 0.102
H 3.139 5.040 -1.997 0.102
H 0.297 5.654 -3.190 0.089
H 0.996 6.482 -1.837 0.088
H 0.785 1.908 -1.443 0.077
H 1.817 3.089 -0.549 0.075